Formula: C7H6S2
Source: the Open Molecules 2025 dataset
Level of theory: the ωB97M-V functional and the def2-TZVPD basis

Highest occupied orbital energy (alpha / beta), eV: -7.149 / -6.854
Frontier orbital gap (alpha / beta), eV: 6.574 / 6.178
ΔE to the lowest compared entry with this formula, charge and spin, kcal/mol: 137.2
LUMO (alpha / beta), eV: -0.576 / -0.676

```
15
Properties=species:S:1:pos:R:3:forces:R:3:lowdin_charge:R:1
C 0.35090 1.97377 1.42374 -0.1 -2.5 -1.6 -0.21
C 0.14995 0.60167 1.23060 -0.9 -0.3 0.9 -0.09
C 0.27407 2.69558 0.30809 0.4 1.8 -1.9 -0.45
C -0.11774 0.21406 -0.09574 1.0 2.1 0.6 -0.48
C 0.36188 -3.00618 -0.20076 -0.5 2.4 -0.6 -0.29
C -0.58190 -0.94767 -0.52457 -0.1 -2.4 0.5 -0.16
C -0.81324 -1.58046 -1.82364 0.7 0.7 0.6 -0.53
S 0.22049 1.77175 -1.15907 -0.6 -0.5 1.5 0.94
S -0.55338 -3.31079 -1.51556 -0.5 -0.4 -0.5 0.90
H 0.46560 2.37202 2.33983 0.3 1.4 3.0 0.07
H -0.02063 -0.03016 2.14395 0.3 0.2 -1.4 0.14
H 0.25126 3.79865 0.34650 0.0 -0.8 -0.5 0.08
H 0.48437 -3.87139 0.37531 0.5 -1.6 1.0 -0.06
H -1.71651 -1.24656 -2.22560 -2.4 -0.2 -0.2 0.08
H -0.22202 -1.19452 -2.59622 1.9 0.1 -1.3 0.06
```
Forces are in eV/Å.